[1]
DFT (ωB97M-V/def2-TZVPD) results for a structure of composition C4H3MgO5 at a distorted geometry.

Positions of all 13 atoms, in Å:
O (-2.911249, 2.100368, 1.485431)
C (-2.412950, 1.121800, 1.200381)
C (-0.191273, 0.635266, -0.949545)
C (1.259488, 0.205150, -0.970687)
O (1.358851, -1.174604, -0.645551)
C (1.033330, -1.545860, 0.608425)
O (-0.086118, -0.995374, 0.980603)
O (1.851810, -2.097784, 1.305794)
O (-0.567229, 1.712281, -0.463763)
H (-0.864090, 0.075887, -1.632075)
H (1.831339, 0.815307, -0.259634)
H (1.640989, 0.308195, -1.995481)
Mg (-1.942897, -1.160632, 1.336102)

Cartesian forces, eV/Å:
O 1.4033 -2.0413 -0.8623
C -1.6424 1.6880 0.9870
C -0.0001 2.9432 -0.3879
C -0.5203 -0.1944 0.5755
O 0.5006 -0.4855 -1.3746
C 3.0136 0.6730 1.1133
O -3.3948 -0.4055 0.9200
O -1.6368 -0.2352 -0.6383
O 0.3569 -2.4049 -0.4367
H -0.1025 -0.3361 0.4709
H -0.0305 -0.0647 -0.2589
H -0.0516 0.0360 0.2955
Mg 2.1045 0.8274 -0.4036

Its relative energy (zero: lowest compared OMol25 entry of this formula, charge and spin) is 0.0 kJ/mol. Its total charge is +1. The value obtained for the HOMO-LUMO gap is 5.944 eV. The calculation puts the electronic energy at -19870.5845 eV.

Mulliken atomic charge list, values in e, 6 entries: atom 1 (O): -0.0751, atom 2 (C): 0.2578, atom 3 (C): 0.1874, atom 4 (C): -0.4708, atom 5 (O): -0.3388, atom 6 (C): 0.7644

[2]
DFT (ωB97M-V/def2-TZVPD) results for an isolated molecule of C5H8N2.

Positions of all 15 atoms, in Å:
C (-1.934017, 0.260231, -0.676757)
C (-0.867444, -0.222798, 1.387389)
C (-0.859828, 0.808684, 0.288093)
N (0.490641, 0.765469, -0.340792)
C (1.142875, -0.261981, 0.213637)
N (2.409561, -0.582918, -0.141879)
C (0.325848, -0.897324, 1.183783)
H (-2.037150, -0.819990, -0.528176)
H (-2.904953, 0.709207, -0.456054)
H (-1.668693, 0.445576, -1.719503)
H (-1.078237, 1.842057, 0.576874)
H (0.957614, 1.553384, -0.767395)
H (2.757733, -1.473737, 0.177090)
H (2.767263, -0.270992, -1.031862)
H (0.625619, -1.827206, 1.657955)

Cartesian forces, eV/Å:
C -0.1485 0.0380 -0.1621
C 0.4111 -0.0390 -0.1675
C -0.1626 0.0849 0.0043
N 0.0789 -0.2078 0.1161
C -0.1055 0.1121 -0.0993
N -0.0489 -0.1007 -0.0626
C -0.0076 -0.0739 0.1825
H 0.0229 0.2096 -0.1353
H 0.1304 -0.0612 -0.0371
H -0.0744 0.1436 0.0674
H 0.0425 -0.2175 0.0788
H -0.1336 -0.1940 -0.0259
H -0.0286 0.1510 0.0099
H -0.0580 -0.0184 0.1432
H 0.0820 0.1732 0.0875

Its relative energy (zero: lowest compared OMol25 entry of this formula, charge and spin) is 245.1 kJ/mol. The value obtained for the HOMO-LUMO gap is 7.958 eV. The calculation puts the electronic energy at -8292.4564 eV.

Mulliken atomic charge list, values in e, 6 entries: atom 1 (C): -1.2312, atom 2 (C): -1.0890, atom 3 (C): 0.5018, atom 4 (N): -0.2655, atom 5 (C): 0.5007, atom 6 (N): -0.4403

[3]
DFT (ωB97M-V/def2-TZVPD) results for a cluster of 13 separate species, C5H35NO12 in total at a distorted geometry.

Positions of all 53 atoms, in Å:
C (-0.403953, -0.910715, 1.178393)
C (-0.165897, -0.020730, -0.018794)
C (-1.345809, 0.603751, -0.723917)
C (-1.999438, 2.988826, -0.216061)
C (-2.100399, 1.684020, -0.011543)
N (-1.195421, -2.098149, 0.864909)
H (0.521554, -1.022082, 1.754653)
H (-0.975801, -0.386229, 1.947383)
H (0.320377, -0.718069, -0.716695)
H (0.707411, 0.621837, 0.045830)
H (-1.109651, 0.992154, -1.715643)
H (-2.109333, -0.167757, -0.877176)
H (-2.391444, 3.738413, 0.456738)
H (-1.389726, 3.354563, -1.040404)
H (-2.752978, 1.387016, 0.808174)
H (-1.000730, -2.922714, 1.433009)
H (-1.040008, -2.386895, -0.102787)
H (3.098853, 1.293979, 1.705837)
H (4.321158, 0.612496, 2.299444)
O (3.412550, 0.834131, 2.500274)
H (-1.836706, 1.475353, 2.896736)
H (-0.782413, 2.322553, 3.656937)
O (-1.110082, 2.171829, 2.774064)
H (2.758681, -2.805300, -1.933921)
H (1.538279, -3.594338, -2.397612)
O (2.267425, -3.611934, -1.721631)
H (3.722258, -0.283378, -0.943650)
H (3.595040, 1.266360, -0.934394)
O (3.562243, 0.478869, -1.543052)
H (-3.667059, -0.102757, 2.087683)
H (-4.198818, 0.691278, 3.299553)
O (-3.542003, 0.715853, 2.634776)
H (-0.688067, -3.169213, -3.672730)
H (0.587178, -2.182582, -3.700715)
O (0.251479, -3.073867, -3.472586)
H (2.567316, -0.093729, -2.838622)
H (2.082644, 0.067862, -4.285495)
O (2.016666, -0.545824, -3.533531)
H (1.858250, 2.601638, 0.573328)
H (3.272350, 3.152749, 0.467264)
O (2.787700, 2.299204, 0.381136)
H (-4.081198, -2.428251, 1.774664)
H (-2.922882, -1.750859, 0.875647)
O (-3.843046, -1.617940, 1.253708)
H (3.851257, -2.796063, -0.675522)
H (4.376597, -2.054514, 0.585065)
O (4.445222, -2.074074, -0.382846)
H (-4.183363, -0.310253, -0.436997)
H (-5.286573, -1.335062, -0.763294)
O (-4.666405, -0.703763, -1.147868)
H (-0.081065, 3.015890, 1.390965)
H (0.562023, 4.390942, 1.655937)
O (0.595208, 3.642391, 1.076861)

Cartesian forces, eV/Å:
C -0.4368 1.3650 1.8282
C 1.2434 -1.1679 -1.1579
C -1.5058 0.1820 -0.3676
C 0.6122 -0.0723 -0.6442
C -0.0355 0.3705 1.0389
N 0.1152 -0.7038 -1.0294
H 0.2892 -0.8138 -0.6511
H -0.3263 0.3395 -0.1222
H -0.3969 -0.1506 -0.4911
H -0.2666 0.6869 0.8649
H 0.4434 -0.2181 -0.0146
H 0.2860 -0.2911 -0.3438
H -0.4555 -0.1141 -0.0986
H 0.0243 0.0722 0.1253
H 0.2932 -0.0355 -0.1197
H 0.1317 0.4899 0.0106
H 0.2377 0.0220 0.2318
H 0.0616 0.1555 -0.0400
H 0.2568 -0.0556 0.0463
O -0.0972 -0.3981 0.4103
H 0.9033 1.2974 -0.4716
H 0.2786 0.0699 0.4366
O -1.1879 -1.2474 0.1725
H -0.3841 -0.1028 -0.3710
H 0.5414 -0.1164 0.7491
O -0.2119 0.3338 -0.4920
H 0.1215 0.2541 -0.5578
H -0.5366 -0.9590 -0.8744
O 0.4108 0.3804 1.2268
H -0.0438 0.2198 0.5397
H -1.0640 -0.0430 1.0514
O 1.0434 -0.3194 -1.1048
H 0.3601 0.3862 -0.0425
H -0.4483 -0.2955 0.0932
O 0.1164 0.1832 -0.1532
H -0.4247 -0.3449 -0.2370
H -0.0926 -0.4684 0.3188
O 0.2663 0.6476 -0.1246
H 0.5557 0.0285 -0.1582
H -0.3703 -0.9186 -0.0394
O 0.0124 1.4773 -0.0669
H 0.6005 1.1921 -0.7939
H -0.1037 -0.4764 0.6760
O -0.4522 -0.9206 0.6818
H 0.5179 0.2909 0.6198
H -0.0579 -0.1555 -0.3957
O -0.4336 -0.2167 0.1593
H 0.0708 0.1395 0.7661
H 0.4043 0.2749 0.2078
O -0.6547 -0.2314 -1.4145
H -0.2205 0.1357 0.2057
H -0.0220 0.5088 0.5207
O 0.0313 -0.6667 -0.6039

Its relative energy (zero: lowest compared OMol25 entry of this formula, charge and spin) is 230.3 kJ/mol. The value obtained for the HOMO-LUMO gap is 9.501 eV. The calculation puts the electronic energy at -31813.3248 eV.

Mulliken atomic charge list, values in e, 6 entries: atom 1 (C): -0.6631, atom 2 (C): 0.2659, atom 3 (C): -0.2891, atom 4 (C): -0.9206, atom 5 (C): 0.5702, atom 6 (N): -0.5624

[4]
DFT (ωB97M-V/def2-TZVPD) results for a cluster of 5 separate species, C24H51N4O4 in total at a distorted geometry.

Positions of all 83 atoms, in Å:
N (1.306449, 0.467261, 0.706872)
H (1.162260, 0.506378, -0.292020)
H (1.325066, 1.416173, 1.052298)
H (2.237521, 0.088766, 0.806552)
H (0.695906, -0.209613, 1.141816)
C (0.683355, -4.175080, 2.339914)
C (1.560646, -5.272733, 2.788173)
C (3.079421, -4.859028, 2.836213)
O (3.990594, -5.674329, 3.036881)
C (3.489145, -3.493808, 2.644156)
C (2.609868, -2.513452, 2.425649)
C (1.111028, -2.862373, 2.192822)
O (0.194414, -1.945588, 2.124207)
O (3.043730, -1.293218, 2.247260)
O (1.189743, -6.429389, 3.102890)
H (-0.375943, -4.374275, 2.272093)
H (4.526380, -3.321980, 2.891153)
C (-1.233508, 2.628987, 1.590362)
C (-0.192807, 2.402580, 2.769969)
N (1.203103, 2.667164, 2.342818)
C (1.330946, 4.060696, 1.910187)
C (1.547512, 3.977204, 0.379312)
C (2.225585, 2.289198, 3.367412)
C (3.587627, 2.358621, 2.723027)
H (-1.613405, 3.648394, 1.658153)
H (-2.055782, 1.957509, 1.837527)
H (-0.880785, 2.282077, 0.619099)
H (-0.435936, 2.892604, 3.712764)
H (-0.191371, 1.334890, 2.989382)
H (0.470983, 4.670368, 2.187442)
H (2.180606, 4.539917, 2.396536)
H (0.870188, 3.203243, 0.018315)
H (1.577757, 4.884844, -0.223504)
H (2.585753, 3.671962, 0.248987)
H (2.075680, 1.263829, 3.705444)
H (2.237500, 2.818857, 4.319996)
H (3.775276, 3.347705, 2.305184)
H (3.789220, 1.398487, 2.248053)
H (4.422662, 2.325130, 3.422813)
C (-0.550895, 1.175570, -2.730697)
C (-0.121524, -0.290315, -2.515738)
N (1.196463, -0.433377, -1.907595)
C (2.302763, 0.089634, -2.812500)
C (3.664223, -0.013364, -2.153023)
C (1.470358, -1.852430, -1.411193)
C (1.836929, -2.793104, -2.565329)
H (0.123382, 1.772434, -3.344856)
H (-0.690104, 1.646182, -1.757436)
H (-1.524843, 1.066324, -3.207766)
H (-0.907747, -0.772276, -1.934651)
H (-0.114536, -0.891742, -3.424778)
H (2.182146, -0.410667, -3.773355)
H (2.145518, 1.152472, -2.996190)
H (4.293207, 0.548287, -2.843698)
H (3.609668, 0.543703, -1.217714)
H (4.076643, -1.007721, -1.981958)
H (0.677355, -2.272378, -0.792416)
H (2.321786, -1.791398, -0.733379)
H (2.763320, -2.551249, -3.086295)
H (1.002898, -3.106930, -3.193022)
H (2.083986, -3.720754, -2.049058)
C (-4.802578, 1.742428, -2.408650)
C (-5.167640, 0.581775, -1.408545)
N (-3.967246, -0.167569, -1.050036)
C (-4.008983, -1.444129, -1.735988)
C (-4.037088, -1.427688, -3.236729)
C (-4.052731, -0.273759, 0.388279)
C (-2.758036, -0.979743, 0.927979)
H (-5.671572, 2.056452, -2.986867)
H (-4.099200, 1.387070, -3.161694)
H (-4.388694, 2.663347, -1.997929)
H (-5.869950, 0.857086, -0.621750)
H (-5.800564, -0.070744, -2.009986)
H (-2.979859, -1.793585, -1.653099)
H (-4.682472, -2.190757, -1.315188)
H (-3.506831, -0.546128, -3.596976)
H (-3.738093, -2.385607, -3.662288)
H (-5.066692, -1.358159, -3.587700)
H (-5.002121, -0.633800, 0.784683)
H (-4.037205, 0.718570, 0.838998)
H (-2.668115, -1.975139, 0.493008)
H (-2.757633, -1.092359, 2.012150)
H (-1.884080, -0.432439, 0.574768)

Cartesian forces, eV/Å:
N 0.8376 0.0576 -0.8644
H -0.4211 -0.5546 -1.2799
H -0.3318 0.7154 1.2569
H 0.6110 -0.7174 0.7518
H -0.5976 -0.8082 0.9729
C 1.4566 -1.9541 0.3791
C -0.8613 0.2503 -0.5337
C 1.2962 -0.1154 0.1719
O -0.9242 -0.7621 0.0869
C -0.2942 -2.3095 1.0447
C -0.0506 3.3669 -1.8678
C -1.6421 0.9245 1.5496
O 1.8087 0.0781 -0.9248
O -1.3960 -0.5084 0.1000
O 0.6424 1.7195 -0.4246
H -0.1378 -0.0064 0.0376
H 0.0763 0.2792 -0.3176
C 0.3319 -0.4728 2.2690
C 0.5569 -1.2358 -1.4790
N -0.3099 0.7581 1.9212
C 0.3707 0.3120 -1.0440
C 0.8425 0.3750 0.5853
C -0.1321 -0.5174 -0.2391
C 1.0070 -0.2653 1.1680
H 0.1137 -0.0221 -0.7392
H -0.2704 0.1133 -0.0513
H 0.1222 0.5053 0.0637
H -0.2742 0.4823 -0.0685
H -0.1606 -0.1786 0.1409
H -0.2424 -0.1420 -0.0196
H 0.0601 0.0210 -0.0214
H 0.1548 0.4774 -0.5676
H -0.8822 0.2229 0.2304
H 0.0398 -0.7386 -0.0516
H -0.3518 -0.2701 -0.4523
H -0.5584 0.9195 -0.0254
H -0.1047 -0.5351 -1.1194
H -0.1422 0.5243 -1.3141
H -0.2543 -0.0125 0.9238
C -0.0436 -1.3306 -0.1042
C 0.5005 0.1500 -0.3164
N 0.5358 -0.2180 0.6521
C -1.5959 -0.9446 1.2325
C -0.2123 0.4282 -0.6216
C 0.6806 1.4328 -1.4608
C -0.0243 -1.2609 1.3271
H -0.1083 -0.0815 0.0061
H -0.0671 0.2101 -0.0451
H -0.1387 0.6424 -0.0280
H 0.2249 0.0044 0.6076
H -0.2103 0.2552 -0.7630
H 0.4744 -0.1520 -0.2714
H -0.3068 -0.0119 0.1108
H 0.5673 -0.0941 0.2466
H 0.2528 -0.0931 0.0999
H -0.1721 0.0553 -0.0497
H -0.4066 0.4088 -0.2259
H 0.1084 0.0096 0.0312
H -0.3914 0.3517 -0.3002
H 0.0812 0.5818 -0.3877
H 0.1406 -0.3271 0.0470
C -0.5988 -0.1492 0.3212
C -0.1411 1.1838 -2.8848
N -2.2863 0.7887 0.4118
C 2.7139 -0.8209 0.1841
C -1.8588 0.5401 -0.5636
C 2.7230 -0.3158 1.3825
C -1.3026 -0.1745 -0.4364
H -0.3205 -0.0391 0.0511
H 0.0812 -0.0861 0.1820
H 0.1775 -0.2479 0.4453
H 0.6481 0.3812 0.4948
H -0.2157 -0.1979 -0.1641
H -0.0010 -0.6828 0.9859
H -0.3288 -0.0145 0.2213
H 0.2996 -0.4463 -0.2986
H 0.6652 0.1839 0.1444
H -0.2162 0.4422 -0.2799
H -0.2197 -0.9937 -0.1923
H 0.1503 0.4580 -0.4216
H 0.0154 -0.0909 0.2169
H 0.1667 0.1350 -0.0763
H -0.0294 0.1539 0.2409

Its relative energy (zero: lowest compared OMol25 entry of this formula, charge and spin) is 129.3 kJ/mol. Its total charge is -2. The value obtained for the HOMO-LUMO gap (spin up / spin down) is 2.029 / 5.915 eV. Its multiplicity is 2. The calculation puts the electronic energy at -39860.6406 eV.

Mulliken atomic charge list, values in e, 6 entries: atom 1 (N): 1.7632, atom 2 (H): 0.0935, atom 3 (H): -0.7103, atom 4 (H): 0.1843, atom 5 (H): -0.1836, atom 6 (C): -0.8399

[5]
DFT (ωB97M-V/def2-TZVPD) results for the ion CH3N4Si with charge -1.

Positions of all 9 atoms, in Å:
C (0.392239, 0.000723, 0.000555)
N (2.400223, -0.652542, -0.000301)
N (1.160103, -1.105246, 0.000248)
N (1.161538, 1.105963, 0.000454)
N (2.400590, 0.651771, -0.000666)
Si (-1.451196, -0.001645, -0.000114)
H (-1.999910, 1.364223, 0.057868)
H (-2.030702, -0.731984, 1.146328)
H (-2.032885, -0.631266, -1.204370)

Cartesian forces, eV/Å:
C 0.1709 0.0172 0.0101
N 0.4262 -0.4139 -0.0057
N -0.5896 -0.0600 0.0010
N -0.5972 0.0926 -0.0053
N 0.4489 0.3969 0.0049
Si 0.2591 -0.0494 -0.0061
H -0.0180 0.2000 0.0070
H -0.0488 -0.0991 0.1368
H -0.0517 -0.0845 -0.1428

Its relative energy (zero: lowest compared OMol25 entry of this formula, charge and spin) is 0.0 kJ/mol. Its total charge is -1. The value obtained for the HOMO-LUMO gap is 8.934 eV. The calculation puts the electronic energy at -14923.7033 eV.

Mulliken atomic charge list, values in e, 6 entries: atom 1 (C): 0.5345, atom 2 (N): -0.3686, atom 3 (N): -0.3744, atom 4 (N): -0.3504, atom 5 (N): -0.3363, atom 6 (Si): 0.3317

[6]
DFT (ωB97M-V/def2-TZVPD) results for an isolated molecule of C6H7N at a distorted geometry.

Positions of all 14 atoms, in Å:
C (0.959415, -1.302252, 0.711023)
C (-0.458669, -1.010295, 0.675819)
C (1.443625, -0.229745, 0.026543)
C (-1.079961, -0.122871, -0.081310)
C (2.309101, 0.521550, -0.882981)
C (-2.263208, 0.732826, 0.080681)
N (0.948443, 0.894518, -0.532703)
H (1.489780, -2.133082, 0.986753)
H (-1.149184, -1.560180, 1.171004)
H (2.907474, 1.268656, -0.493185)
H (2.574959, 0.115721, -1.855213)
H (-2.446851, 1.071950, 1.097830)
H (-2.119269, 1.606645, -0.523081)
H (-3.115655, 0.146554, -0.381186)

Cartesian forces, eV/Å:
C -2.8703 3.2605 -1.3377
C 2.9575 -0.0532 -0.9239
C 1.4358 2.8174 -1.5060
C 0.6974 0.8747 -0.3819
C -0.1784 -1.5073 -0.7478
C -0.2683 -0.8133 -0.6009
N -2.7126 -2.9782 2.2170
H 0.7861 -1.8241 0.8736
H -2.2125 -2.0065 1.7673
H 1.9592 1.1139 0.4896
H -0.0233 0.0270 -0.0962
H -0.1905 -0.2125 0.1080
H -0.0676 0.4933 -0.5190
H 0.6876 0.8083 0.6580

Its relative energy (zero: lowest compared OMol25 entry of this formula, charge and spin) is 627.9 kJ/mol. The value obtained for the HOMO-LUMO gap (spin up / spin down) is 7.613 / 7.617 eV. The calculation puts the electronic energy at -7819.1395 eV.

Mulliken atomic charge list, values in e, 6 entries: atom 1 (C): -1.2591, atom 2 (C): 0.1964, atom 3 (C): 0.3755, atom 4 (C): 0.0648, atom 5 (C): -0.0847, atom 6 (C): -1.0125